{"formula": "C16H23NO4", "method": "ωB97M-V/def2-TZVPD", "symbols": ["C", "C", "C", "O", "C", "C", "C", "C", "O", "C", "C", "O", "C", "N", "C", "C", "O", "C", "C", "C", "C", "H", "H", "H", "H", "H", "H", "H", "H", "H", "H", "H", "H", "H", "H", "H", "H", "H", "H", "H", "H", "H", "H", "H"], "coordinates": [[6.60628, 0.81111, -2.17512], [5.16137, 0.35272, -2.32131], [4.59251, -0.14040, -1.00482], [5.25272, -0.15645, 0.01140], [3.18393, -0.60405, -1.01412], [2.63918, -1.04952, 0.18958], [1.33724, -1.49593, 0.27926], [0.53155, -1.51196, -0.85752], [-0.75393, -1.93843, -0.93498], [-1.48805, -2.33285, 0.20146], [-2.40603, -1.20291, 0.72121], [-3.37671, -1.74657, 1.58544], [-1.58316, -0.07051, 1.38136], [-2.21119, 1.19681, 1.63581], [-3.27540, 1.26801, 2.61841], [-4.67325, 1.13031, 2.00195], [-4.86861, 2.09292, 0.98431], [-3.91237, 1.94041, -0.03965], [-2.48253, 2.06766, 0.50900], [1.07255, -1.06973, -2.07065], [2.37116, -0.62355, -2.14985], [6.99452, 1.16015, -3.12880], [7.22558, -0.00863, -1.82036], [6.67190, 1.61844, -1.45031], [5.09561, -0.45944, -3.04944], [4.53869, 1.17642, -2.67871], [3.26846, -1.03593, 1.06703], [0.96787, -1.82482, 1.23783], [-2.13014, -3.15553, -0.13219], [-0.84421, -2.70406, 1.00541], [-2.96331, -0.81107, -0.13457], [-2.94447, -2.05377, 2.39122], [-1.20967, -0.44315, 2.34475], [-0.71954, 0.13460, 0.74231], [-3.12376, 0.50128, 3.37847], [-3.20535, 2.25425, 3.09397], [-5.44235, 1.32483, 2.75135], [-4.81018, 0.11892, 1.59510], [-4.11141, 2.73462, -0.76208], [-4.05352, 0.96688, -0.53452], [-1.75868, 1.87327, -0.28378], [-2.34840, 3.09753, 0.86308], [0.43805, -1.09143, -2.94276], [2.74707, -0.29046, -3.10418]], "forces_ev_per_a": [[-0.193, -0.060, -0.032], [0.473, 0.105, 0.233], [0.025, 0.080, -0.291], [0.023, 0.020, -0.053], [-0.365, -0.214, 0.384], [0.191, 0.116, -0.237], [-0.351, -0.164, 0.084], [0.352, 0.101, -0.303], [0.178, 0.204, -0.177], [-0.571, -0.027, 0.336], [0.710, 0.133, -0.248], [-0.143, -0.255, 0.262], [-0.273, -0.151, -0.308], [-0.129, -0.037, 0.013], [-0.254, 0.082, -0.112], [0.134, -0.141, 0.256], [-0.011, 0.182, 0.025], [0.293, 0.020, -0.113], [-0.241, 0.083, -0.010], [-0.294, -0.107, 0.121], [0.154, 0.014, 0.211], [0.048, 0.031, -0.064], [0.091, 0.001, 0.035], [0.078, 0.039, 0.044], [-0.134, 0.032, -0.055], [-0.095, -0.080, -0.078], [0.039, 0.003, 0.058], [-0.059, -0.013, 0.052], [0.125, 0.112, 0.134], [-0.008, -0.017, -0.051], [0.109, -0.025, 0.050], [-0.010, 0.030, -0.011], [0.107, -0.126, -0.056], [0.025, -0.088, 0.094], [0.006, 0.003, 0.060], [-0.111, -0.060, 0.086], [0.030, -0.065, 0.007], [-0.008, 0.123, 0.070], [0.050, -0.081, -0.028], [0.002, 0.091, 0.006], [0.038, 0.047, -0.031], [-0.017, 0.022, -0.159], [-0.068, -0.001, -0.104], [0.054, 0.038, -0.100]], "nbo_charge": [-0.60, -0.51, 0.58, -0.55, -0.21, -0.13, -0.28, 0.32, -0.49, -0.08, 0.05, -0.71, -0.23, -0.45, -0.24, -0.10, -0.53, -0.08, -0.25, -0.26, -0.16, 0.21, 0.22, 0.22, 0.22, 0.22, 0.24, 0.21, 0.21, 0.17, 0.18, 0.46, 0.19, 0.21, 0.20, 0.19, 0.19, 0.18, 0.19, 0.15, 0.20, 0.20, 0.22, 0.22], "total_energy_ha": -979.1571, "homo_ev": -8.080, "relative_energy_kcal_mol": 59.4, "orbital_gap_ev": 8.6}